P:
ORCA calculation (ωB97M-V/def2-TZVPD) on 5 unconnected molecules or ions with the total composition C2H13NO4.

Its SMILES is C=CN.O.O.O.O. As for the LUMO energy: 0.4 eV.

Each line ends with the Mulliken charge.
Cartesian coordinates (Å):
C: 1.10661 -2.27359 1.29458  -0.65
C: 0.88723 -1.49427 0.07282  -0.05
N: -0.09919 -0.46324 -0.11331  -0.28
H: 0.46659 -2.31545 2.16707  0.21
H: 2.12730 -2.44690 1.62624  0.22
H: 1.59506 -1.57298 -0.86669  0.25
H: -1.04292 -1.00121 -0.33189  0.31
H: -0.17278 0.01952 0.72254  0.05
O: 0.27397 0.08745 -3.34815  -0.65
H: -0.29257 -0.18091 -4.11823  0.33
H: 0.07516 -0.56440 -2.68847  0.30
O: -0.66389 -0.38330 2.85596  -0.69
H: -0.52937 0.49323 2.34312  0.35
H: -1.21696 -1.04722 2.34952  0.34
O: -0.72568 2.13483 1.24595  -0.69
H: 0.02983 2.71560 1.18433  0.31
H: -0.79492 1.86557 0.34200  0.38
O: -0.63950 2.39107 -1.40474  -0.76
H: 0.30964 2.60183 -1.59881  0.35
H: -0.69360 1.43437 -1.73383  0.37

***

Q:
ORCA calculation (ωB97M-V/def2-TZVPD) on 5 unconnected molecules or ions with the total composition C2H13NO4.

Its SMILES is C=CN.O.O.O.O. As for the LUMO energy: 0.2 eV.

Each line ends with the Mulliken charge.
Cartesian coordinates (Å):
C: 1.41954 -3.06206 0.86286  -0.71
C: 2.24502 -2.03596 0.51375  0.02
N: 2.33425 -0.77658 1.18773  -0.59
H: 0.63427 -3.07030 1.63314  0.28
H: 1.28598 -3.75881 0.04437  0.23
H: 2.89690 -2.29864 -0.30490  0.27
H: 1.54731 -0.22877 1.04752  0.24
H: 3.12706 -0.12993 0.92441  0.26
O: 0.44374 4.11621 1.77892  -0.63
H: 0.15998 4.27635 2.70973  0.32
H: 0.77758 4.94088 1.48020  0.31
O: -0.21292 -0.14116 -3.31577  -0.65
H: 0.37048 0.21154 -2.59254  0.32
H: -0.97849 0.28944 -2.95471  0.33
O: -3.88529 -0.68748 -0.53642  -0.59
H: -3.53884 0.09137 -0.13117  0.30
H: -4.42279 -0.28338 -1.16232  0.30
O: -1.30381 0.90760 -0.72996  -0.63
H: -1.55087 1.64079 -0.20709  0.28
H: -1.34909 -0.00110 -0.24778  0.34

***

R:
ORCA calculation (ωB97M-V/def2-TZVPD) on 5 unconnected molecules or ions with the total composition C2H13NO4.

Its SMILES is C=NC.O.O.O.O. As for the LUMO energy: 0.5 eV.

Each line ends with the Mulliken charge.
Cartesian coordinates (Å):
C: -1.32568 1.28979 1.17268  -0.20
N: -1.36786 1.65659 -0.11571  -0.48
C: -1.48083 0.46596 -1.06507  -0.34
H: -0.63857 1.70007 1.89410  0.23
H: -1.79190 0.34636 1.54242  0.26
H: -1.64001 -0.38914 -0.41512  0.06
H: -0.60394 0.36169 -1.67262  0.23
H: -2.45737 0.59714 -1.60322  0.27
O: 1.68801 -2.81783 0.53620  -0.63
H: 1.63487 -1.93889 0.20100  0.31
H: 1.47382 -2.60715 1.46076  0.34
O: 2.20068 -0.08038 -0.38075  -0.65
H: 2.05181 0.88741 -0.11026  0.35
H: 2.86708 0.04423 -1.07647  0.30
O: -1.46495 -2.51922 0.07954  -0.65
H: -0.56603 -2.76456 -0.22733  0.34
H: -2.04767 -3.22052 -0.29993  0.30
O: 1.47842 2.74945 -0.04539  -0.70
H: 0.52656 2.57007 -0.12550  0.37
H: 1.46354 3.66893 0.25068  0.31

***

S:
ORCA calculation (ωB97M-V/def2-TZVPD) on 4 unconnected molecules or ions with the total composition C2H13NO4.

Its SMILES is CNCO.O.O.O. As for the LUMO energy: 0.3 eV.

Each line ends with the Mulliken charge.
Cartesian coordinates (Å):
C: -0.38222 -0.65559 1.92038  -0.60
N: 0.22788 -1.62958 1.00421  -0.31
C: 0.99810 -0.96227 -0.03217  -0.06
O: 2.08587 -0.03830 0.21841  -0.64
H: -0.90943 0.17436 1.40543  0.23
H: -1.03748 -1.23823 2.65726  0.26
H: 0.54096 -0.23002 2.48756  0.25
H: 0.84660 -2.26663 1.52682  0.26
H: 0.24934 -0.38201 -0.65465  -0.07
H: 1.33129 -1.75498 -0.74192  0.33
H: 2.63213 -0.38713 1.05139  0.34
O: -1.51744 1.64313 -1.56936  -0.67
H: -1.68116 2.60686 -1.53412  0.31
H: -0.84822 1.59487 -0.85664  0.34
O: 0.94533 2.61979 -0.02329  -0.69
H: 1.33025 1.69443 0.11884  0.39
H: 1.08709 2.78455 -0.89202  0.32
O: -2.06799 -1.28508 -2.38374  -0.64
H: -1.83563 -0.39671 -2.13717  0.34
H: -1.99525 -1.89145 -1.56523  0.32

***

How far above the most stable structure does each one sit? In eV: P 1.390; Q 0.634; R 0.462; S 0.000.

***

P:
ORCA calculation (ωB97M-V/def2-TZVPD) on a molecular structure, C2H8N2S.

As for the LUMO energy: 0.5 eV.

Each line ends with the Mulliken charge.
Cartesian coordinates (Å):
C: -0.49152 -2.03175 0.79556  -0.76
N: 0.93041 1.00716 -0.69256  -0.38
C: 0.15602 0.08640 -0.26243  0.25
N: 0.47699 -1.11759 0.22278  -0.22
H: -0.20584 -3.05609 0.56800  0.29
H: -1.48059 -1.84351 0.38236  0.28
H: -0.57443 -1.93205 1.87985  0.29
H: 1.93079 0.85717 -0.73677  0.14
H: 0.31470 2.14827 -0.95955  0.17
H: -0.91184 0.30009 -0.28971  0.24
H: 1.44156 -1.40329 0.24633  0.22
S: -0.74244 3.33604 -1.22808  -0.60
H: -0.84381 3.64915 0.07422  0.09

***

Q:
ORCA calculation (ωB97M-V/def2-TZVPD) on 2 unconnected molecules or ions with the total composition C2H8N2S.

Its SMILES is [H]/N=C/N.CS. As for the LUMO energy: 0.7 eV.

Each line ends with the Mulliken charge.
Cartesian coordinates (Å):
H: 4.60129 -2.76266 0.37874  0.24
N: 4.03400 -1.92702 0.27181  -0.63
C: 2.80702 -2.25329 0.27903  0.07
N: 1.79754 -1.32478 0.10662  -0.50
H: 2.46413 -3.26336 0.47892  0.32
H: 2.12980 -0.37185 0.01957  0.28
H: 1.06686 -1.31589 0.80515  0.23
C: -2.09906 2.56029 -0.88558  -0.68
S: -2.90778 1.27419 0.13531  -0.17
H: -1.16309 2.15269 -1.23882  0.25
H: -1.98467 3.46275 -0.30144  0.24
H: -2.77546 2.79375 -1.70489  0.26
H: -2.09316 0.30785 -0.29720  0.10

***

R:
ORCA calculation (ωB97M-V/def2-TZVPD) on 2 unconnected molecules or ions with the total composition C2H8N2S.

Its SMILES is [H]/N=C/N.CS. As for the LUMO energy: 0.9 eV.

Each line ends with the Mulliken charge.
Cartesian coordinates (Å):
H: 3.58806 -0.83587 -2.71948  0.25
N: 2.79477 -0.56247 -3.29212  -0.57
C: 1.72901 -1.06567 -2.81538  0.05
N: 0.67766 -1.47696 -3.64867  -0.47
H: 1.48032 -1.15706 -1.75104  0.31
H: 0.81216 -2.01295 -4.48041  0.23
H: -0.05426 -0.78870 -3.69041  0.21
C: -1.89127 1.76203 3.68946  -0.79
S: -1.78532 0.13619 2.93823  -0.18
H: -0.89388 2.11942 3.97221  0.29
H: -2.24413 2.58528 3.07660  0.29
H: -2.47670 1.78715 4.60509  0.28
H: -1.73642 -0.49040 4.11592  0.11

***

How far above the most stable structure does each one sit? In eV: P 0.282; Q 0.000; R 0.921.

***

P:
ORCA calculation (ωB97M-V/def2-TZVPD) on a single C3H8NOPS2 molecule.

As for the LUMO energy (spin up / spin down): -2.3 / -2.3 eV.

Each line ends with the Mulliken charge.
Cartesian coordinates (Å):
C: -2.30759 -0.87586 -0.09681  -0.40
C: -1.52156 -0.90526 1.25031  -0.37
C: 2.64789 1.91552 -0.72210  -0.68
N: -1.91654 0.18670 -0.88775  -0.55
O: -0.08779 -1.02450 1.08382  -0.22
P: 0.91045 -0.49898 -0.06583  0.35
S: 2.39055 -1.70796 -0.29591  -0.30
S: 1.62831 1.33966 0.67272  -0.09
H: -2.24939 -1.84282 -0.46342  0.36
H: -3.25695 -0.55049 0.39397  0.31
H: -1.57690 -0.06311 1.90145  0.31
H: -1.79261 -1.83278 1.75523  0.27
H: 3.69903 2.10214 -0.34071  0.27
H: 2.22332 2.94276 -0.97925  0.26
H: 2.54301 0.98845 -1.44454  0.24
H: -1.33322 -0.17347 -1.76118  0.24

***

Q:
ORCA calculation (ωB97M-V/def2-TZVPD) on a single C3H8NOPS2 molecule.

Its SMILES is CS[P@]1(=S)NCCO1. As for the LUMO energy: -0.2 eV.

Each line ends with the Mulliken charge.
Cartesian coordinates (Å):
C: -1.76313 2.39970 -0.77170  -0.79
S: -0.69976 1.83506 0.60989  -0.12
P: -0.72644 -0.22048 -0.01829  0.59
S: -2.50055 -0.66776 -0.71540  -0.42
N: 0.04508 -1.08121 1.13281  -0.29
C: 1.34769 -1.61683 0.89313  -0.37
C: 1.78597 -0.74743 -0.30421  -0.44
O: 0.81464 -0.77873 -1.30772  -0.54
H: -2.57885 1.73912 -0.65208  0.25
H: -1.14784 2.23440 -1.62091  0.30
H: -1.94085 3.45557 -0.74670  0.34
H: -0.59230 -1.69700 1.67046  0.29
H: 1.25988 -2.67553 0.65553  0.29
H: 2.08728 -1.51831 1.70916  0.28
H: 1.80704 0.37088 0.04062  0.27
H: 2.80212 -1.03144 -0.57458  0.37

***

How far above the most stable structure does each one sit? In eV: P 2.999; Q 0.000.